[1]
{
  "formula": "C5H7NO3",
  "method": "wB97M-V/def2-TZVPD",
  "lumo_energy_ev": 0.70,
  "smiles": "O/N=C/C=C(O)O.C#C",
  "e_tot_ev": -12925.6878,
  "relative_energy_kj_mol": 626.8,
  "gap_ev": 8.881,
  "largest_force_ha_per_bohr": 0.0487,
  "elements": ["O", "N", "C", "C", "C", "O", "O", "H", "H", "H", "H", "H", "C", "C", "H", "H"],
  "positions_angstrom": [[-0.923, 0.772, -2.558], [-0.486, 0.674, -1.217], [0.798, 0.386, -1.139], [1.373, 0.164, 0.110], [0.626, 0.327, 1.284], [1.140, 0.027, 2.496], [-0.312, 1.273, 1.415], [-1.660, 1.394, -2.512], [1.348, 0.152, -2.046], [2.356, -0.280, 0.166], [1.890, -0.571, 2.391], [-0.682, 1.432, 0.520], [-1.462, -1.196, -0.305], [-0.995, -1.393, 0.814], [-1.988, -1.358, -1.213], [-1.023, -1.804, 1.794]],
  "nbo_charge": [-0.5820, -0.2478, 0.0376, -0.4804, 0.7204, -0.6565, -0.6673, 0.4717, 0.2006, 0.2212, 0.4901, 0.5217, -0.1699, -0.3357, 0.2323, 0.2440]
}



[2]
{
  "formula": "C5H8S2",
  "method": "wB97M-V/def2-TZVPD",
  "lumo_energy_ev": -0.06,
  "e_tot_ev": -26980.5457,
  "relative_energy_kj_mol": 445.0,
  "gap_ev": 8.532,
  "largest_force_ha_per_bohr": 0.0689,
  "elements": ["C", "C", "C", "C", "C", "S", "S", "H", "H", "H", "H", "H", "H", "H", "H"],
  "positions_angstrom": [[0.194, -1.390, 1.334], [-0.597, -0.916, 0.586], [0.681, 1.901, -2.127], [1.147, -2.102, 2.147], [-1.386, -0.191, -0.354], [0.775, 2.886, -0.675], [-0.482, 1.866, -3.256], [1.670, 1.900, -0.157], [0.599, -2.562, 3.059], [1.666, -2.853, 1.622], [1.852, -1.388, 2.632], [-2.214, 0.270, 0.049], [-1.715, -0.897, -1.107], [-0.829, 0.591, -0.813], [-1.360, 2.885, -2.940]],
  "nbo_charge": [-0.0165, -0.0140, -0.5496, -0.6774, -0.6746, 0.0694, 0.2679, 0.1790, 0.2288, 0.2323, 0.2292, 0.2256, 0.2289, 0.2290, 0.0421]
}



[3]
{
  "formula": "C20H37NO3SSiZr",
  "method": "wB97M-V/def2-TZVPD",
  "lumo_energy_ev": 0.25,
  "e_tot_ev": -48971.4584,
  "relative_energy_kj_mol": 0.0,
  "gap_ev": 6.876,
  "largest_force_ha_per_bohr": 0.0568,
  "elements": ["C", "C", "C", "C", "C", "Zr", "C", "C", "C", "N", "H", "H", "H", "H", "H", "H", "H", "H", "H", "H", "C", "C", "C", "C", "O", "Si", "S", "O", "C", "C", "C", "C", "O", "C", "C", "C", "C", "H", "H", "H", "H", "H", "H", "H", "H", "H", "H", "H", "H", "H", "H", "H", "H", "H", "H", "H", "H", "H", "H", "H", "H", "H", "H", "H"],
  "positions_angstrom": [[-1.585, 1.448, 1.129], [-0.751, 2.119, 0.193], [0.594, 2.080, 0.675], [0.583, 1.430, 1.957], [-0.768, 0.997, 2.212], [0.365, -0.344, 0.414], [0.300, -0.360, -1.849], [-1.191, -0.595, -1.680], [-2.121, -0.287, -2.657], [-1.513, -0.980, -0.416], [1.431, 2.645, 0.250], [-1.100, 2.657, -0.688], [1.382, 1.476, 2.702], [-1.127, 0.553, 3.135], [-2.668, 1.391, 1.078], [0.558, 0.496, -2.486], [-2.507, -1.134, -0.223], [0.814, -1.254, -2.235], [-1.668, 0.164, -3.534], [-3.193, -0.313, -2.463], [0.822, -5.971, -0.998], [0.752, -5.032, 0.204], [-0.665, -4.495, 0.321], [1.120, -5.795, 1.468], [1.725, -3.954, -0.052], [2.207, -2.762, 0.990], [0.690, -2.043, 2.213], [3.536, -3.309, 1.775], [4.037, -3.620, 3.121], [3.087, -3.136, 4.197], [4.248, -5.123, 3.234], [5.384, -2.938, 3.313], [2.539, -1.436, -0.003], [3.940, -0.853, -0.531], [3.734, 0.651, -0.471], [5.078, -1.307, 0.359], [4.219, -1.356, -1.948], [0.113, -6.802, -0.860], [1.828, -6.395, -1.110], [0.553, -5.437, -1.918], [-1.354, -5.344, 0.447], [-0.784, -3.843, 1.197], [-0.954, -3.935, -0.576], [2.125, -6.234, 1.377], [1.066, -5.163, 2.370], [0.408, -6.624, 1.600], [2.126, -3.660, 4.171], [3.555, -3.328, 5.173], [2.896, -2.059, 4.122], [4.930, -5.491, 2.453], [4.688, -5.350, 4.218], [3.304, -5.677, 3.159], [6.100, -3.202, 2.523], [5.277, -1.847, 3.353], [5.801, -3.265, 4.277], [3.462, 0.968, 0.551], [4.651, 1.202, -0.754], [2.934, 0.958, -1.171], [5.251, -2.391, 0.293], [6.019, -0.820, 0.031], [4.924, -1.006, 1.403], [4.371, -2.446, -1.977], [3.420, -1.086, -2.653], [5.156, -0.889, -2.317]],
  "lowdin_charge": [-0.1303, -0.1320, -0.2354, -0.2905, -0.2185, 1.4219, -0.2471, -0.6285, -0.0190, -0.1340, 0.1106, 0.1171, 0.1140, 0.1061, 0.1150, 0.0467, 0.0824, 0.0497, 0.0259, 0.0277, -0.0386, -0.6324, -0.0703, -0.0465, -0.1466, -0.1172, 0.4330, -0.1553, -0.6158, -0.0767, -0.0316, -0.0483, -0.3123, -0.5070, -0.0451, -0.0559, -0.0252, 0.0899, 0.0879, 0.0914, 0.0922, 0.0164, 0.0873, 0.0868, 0.0729, 0.0958, 0.0656, 0.0950, 0.0703, 0.0981, 0.0937, 0.0669, 0.0918, 0.0810, 0.0924, 0.0865, 0.1031, 0.0800, 0.0917, 0.1081, 0.0801, 0.0977, 0.0868, 0.1009]
}



[4]
{
  "formula": "C6H13NO3",
  "method": "wB97M-V/def2-TZVPD",
  "lumo_energy_ev": 0.58,
  "e_tot_ev": -14061.9401,
  "relative_energy_kj_mol": 452.4,
  "gap_ev": 8.708,
  "largest_force_ha_per_bohr": 0.0920,
  "elements": ["C", "C", "C", "C", "C", "C", "N", "O", "O", "O", "H", "H", "H", "H", "H", "H", "H", "H", "H", "H", "H", "H", "H"],
  "positions_angstrom": [[0.290, -0.493, 2.287], [1.271, -0.639, -0.817], [-1.034, -1.207, -0.886], [-0.158, 0.625, -2.225], [0.633, 0.884, 1.786], [-0.583, 1.158, 0.197], [-0.075, -0.113, -0.938], [1.044, -1.450, 2.196], [-0.866, -0.697, 2.848], [-1.755, 1.097, 0.612], [2.077, 0.052, -0.594], [1.412, -1.217, 0.141], [1.742, -1.432, -1.457], [-1.969, -0.681, -0.765], [-0.910, -1.922, -1.637], [-0.910, -1.725, 0.099], [-1.101, 1.054, -2.172], [0.538, 1.478, -1.983], [-0.005, 0.189, -3.205], [0.212, 1.597, 2.459], [1.678, 1.104, 1.371], [-0.139, 2.201, -0.206], [-1.392, 0.137, 2.892]],
  "nbo_charge": [0.7527, -0.5089, -0.4384, -0.4139, -0.6399, 0.4239, -0.3041, -0.6485, -0.6564, -0.7272, 0.2260, 0.2821, 0.2313, 0.2467, 0.2111, 0.2364, 0.2123, 0.2115, 0.2238, 0.2102, 0.2226, 0.1469, 0.4998]
}



[5]
{
  "formula": "CH6NO",
  "method": "wB97M-V/def2-TZVPD",
  "lumo_energy_ev": [8.38, 8.11],
  "e_tot_ev": -4665.7997,
  "relative_energy_kj_mol": 75.6,
  "spin_multiplicity": 2,
  "gap_ev": [3.227, 7.058],
  "largest_force_ha_per_bohr": 0.0487,
  "total_charge": -2,
  "s_squared": 0.751,
  "elements": ["O", "H", "C", "N", "H", "H", "H", "H", "H"],
  "positions_angstrom": [[0.895, 1.581, 1.266], [0.662, 1.321, 2.168], [-0.169, -0.992, -0.673], [-0.241, 0.461, -0.709], [-0.013, -1.434, -1.669], [-1.019, -1.446, -0.193], [0.748, -1.254, -0.094], [-1.148, 0.675, -0.260], [0.286, 1.088, 0.164]],
  "nbo_charge": [-1.2653, 0.4038, -1.1552, -1.0294, 0.0916, 0.0883, 0.1366, 0.2891, 0.4406]
}



[6]
{
  "formula": "C21H33BrF6NO4S2SbSi3Sn",
  "method": "wB97M-V/def2-TZVPD",
  "lumo_energy_ev": -0.54,
  "e_tot_ev": -176013.6984,
  "gap_ev": 7.366,
  "largest_force_ha_per_bohr": 0.0168,
  "elements": ["Sn", "Br", "C", "C", "C", "C", "C", "C", "C", "C", "C", "C", "H", "H", "H", "H", "H", "H", "F", "C", "F", "F", "S", "O", "O", "N", "S", "O", "O", "C", "F", "F", "F", "C", "Si", "C", "C", "Sb", "Si", "C", "C", "C", "Si", "C", "C", "C", "H", "H", "H", "H", "H", "H", "H", "H", "H", "H", "H", "H", "H", "H", "H", "H", "H", "H", "H", "H", "H", "H", "H", "H", "H", "H", "H"],
  "positions_angstrom": [[-1.518, -0.186, 0.960], [-2.363, 2.259, -0.763], [-4.149, 1.635, -0.541], [-5.151, 2.551, -0.635], [-6.489, 2.109, -0.583], [-6.761, 0.775, -0.495], [-5.719, -0.182, -0.419], [-6.011, -1.570, -0.394], [-5.005, -2.485, -0.364], [-3.662, -2.051, -0.270], [-3.312, -0.728, -0.235], [-4.361, 0.237, -0.382], [-4.924, 3.600, -0.766], [-7.292, 2.834, -0.641], [-7.786, 0.423, -0.485], [-7.050, -1.883, -0.415], [-5.226, -3.545, -0.375], [-2.884, -2.799, -0.223], [-2.335, -5.141, 3.247], [-2.584, -4.165, 2.391], [-3.656, -3.489, 2.807], [-2.838, -4.668, 1.197], [-1.125, -2.949, 2.411], [-0.919, -2.495, 1.004], [-1.599, -1.883, 3.257], [0.119, -3.678, 3.027], [0.802, -4.804, 2.082], [-0.170, -5.418, 1.219], [1.702, -5.616, 2.828], [1.948, -3.845, 0.945], [3.134, -4.453, 0.939], [1.489, -3.792, -0.295], [2.120, -2.595, 1.392], [3.954, -0.067, 2.064], [3.748, 0.042, 0.216], [5.001, 1.268, -0.419], [4.137, -1.582, -0.624], [1.229, 0.563, -0.275], [1.174, 2.806, 1.060], [-0.168, 4.040, 0.636], [2.761, 3.789, 0.968], [0.928, 2.218, 2.815], [1.478, 1.100, -2.797], [-0.012, 2.012, -3.451], [1.550, -0.589, -3.589], [3.001, 2.073, -3.260], [4.899, -0.572, 2.292], [3.148, -0.629, 2.538], [3.991, 0.930, 2.512], [5.982, 0.900, -0.093], [4.871, 2.269, -0.025], [5.012, 1.328, -1.508], [5.166, -1.565, -0.998], [3.471, -1.779, -1.467], [4.041, -2.417, 0.074], [-0.302, 4.176, -0.441], [0.124, 5.003, 1.067], [-1.136, 3.753, 1.057], [3.111, 3.909, -0.062], [3.563, 3.343, 1.559], [2.560, 4.787, 1.370], [0.061, 1.560, 2.891], [0.764, 3.069, 3.485], [1.799, 1.663, 3.174], [-0.925, 1.425, -3.337], [0.137, 2.216, -4.517], [-0.159, 2.969, -2.939], [0.715, -1.209, -3.247], [2.477, -1.114, -3.348], [1.485, -0.503, -4.679], [3.133, 2.964, -2.641], [2.906, 2.394, -4.304], [3.899, 1.458, -3.179]],
  "lowdin_charge": [1.0792, 0.8524, -0.5634, -0.1248, -0.0732, -0.0313, -0.1605, -0.0265, -0.0587, -0.1374, -0.3168, -0.2478, 0.1012, 0.1075, 0.1148, 0.1154, 0.1111, 0.0748, 0.1567, -0.6688, 0.1387, 0.1483, 0.5880, -0.4858, -0.3601, -0.2847, 0.6148, -0.2807, -0.2564, -0.6673, 0.1316, 0.1458, 0.0771, -0.2220, 0.3251, -0.2035, -0.2061, 0.8044, 0.2768, -0.2829, -0.2247, -0.2358, 0.2800, -0.2524, -0.2329, -0.2194, 0.0449, 0.0246, 0.0203, 0.0471, 0.0074, 0.0077, 0.0418, 0.0115, 0.0122, -0.0004, 0.0363, -0.0160, 0.0217, 0.0209, 0.0349, -0.0215, 0.0426, 0.0189, 0.0099, 0.0382, 0.0116, 0.0336, 0.0141, 0.0385, 0.0279, 0.0386, 0.0131]
}



[7]
{
  "formula": "C32H43BrN2P2Ti",
  "method": "wB97M-V/def2-TZVPD",
  "lumo_energy_ev": [-6.12, -8.15],
  "e_tot_ev": -148578.6631,
  "relative_energy_kj_mol": 0.0,
  "spin_multiplicity": 3,
  "gap_ev": [6.876, 5.575],
  "largest_force_ha_per_bohr": 0.0846,
  "total_charge": 2,
  "s_squared": 2.045,
  "elements": ["C", "C", "C", "C", "N", "C", "C", "C", "C", "C", "C", "C", "C", "C", "Ti", "P", "H", "H", "H", "H", "H", "H", "H", "H", "C", "C", "H", "H", "H", "H", "H", "C", "C", "H", "H", "H", "H", "H", "C", "C", "H", "H", "H", "H", "H", "Br", "P", "C", "C", "H", "H", "H", "H", "H", "C", "C", "H", "H", "H", "H", "H", "C", "C", "H", "H", "H", "H", "H", "N", "C", "C", "C", "C", "C", "C", "C", "H", "H", "H", "H", "H"],
  "positions_angstrom": [[0.248, 4.081, -2.145], [-0.036, 2.778, -2.548], [-0.313, 2.493, -3.890], [-0.402, 3.598, -4.759], [-0.220, 4.844, -4.341], [0.093, 5.120, -3.075], [-0.183, 1.781, -1.480], [-0.957, 1.915, -0.365], [-2.029, 2.603, 0.249], [-1.785, 3.172, 1.509], [-2.706, 2.922, 2.512], [-3.869, 2.191, 2.212], [-4.260, 2.051, 0.871], [-3.363, 2.347, -0.145], [-0.144, 0.153, -0.441], [2.258, -0.741, -0.263], [-0.426, 1.471, -4.230], [0.545, 4.295, -1.120], [-0.661, 3.431, -5.804], [0.184, 6.155, -2.738], [-3.598, 2.189, -1.196], [-0.812, 3.605, 1.690], [-5.256, 1.699, 0.634], [-2.504, 3.212, 3.532], [2.338, -2.118, 0.991], [2.994, -3.398, 0.470], [1.302, -2.331, 1.298], [2.837, -1.747, 1.905], [2.911, -4.188, 1.232], [2.507, -3.770, -0.444], [4.063, -3.249, 0.261], [2.862, -1.293, -1.922], [3.253, -0.119, -2.828], [2.022, -1.842, -2.379], [3.691, -2.019, -1.836], [3.312, -0.464, -3.867], [2.516, 0.703, -2.811], [4.238, 0.296, -2.561], [3.536, 0.437, 0.341], [4.881, -0.277, 0.522], [3.167, 0.867, 1.290], [3.609, 1.271, -0.376], [5.668, 0.458, 0.745], [4.833, -0.986, 1.362], [5.180, -0.835, -0.383], [-5.012, 1.710, 3.579], [-1.434, -1.754, -0.804], [-0.357, -3.271, -0.726], [-0.380, -4.378, -1.804], [-0.504, -3.723, 0.266], [0.678, -2.882, -0.666], [0.640, -4.523, -2.221], [-0.675, -5.347, -1.354], [-1.072, -4.141, -2.630], [-2.826, -1.948, 0.381], [-3.927, -2.942, -0.041], [-3.269, -0.946, 0.550], [-2.411, -2.243, 1.370], [-4.518, -3.258, 0.840], [-4.612, -2.467, -0.761], [-3.495, -3.844, -0.502], [-1.676, -0.885, -2.460], [-2.795, -1.252, -3.450], [-0.713, -0.929, -3.006], [-1.836, 0.186, -2.156], [-3.194, -0.322, -3.887], [-2.381, -1.825, -4.286], [-3.597, -1.854, -3.002], [-0.565, -0.346, 1.467], [-0.066, -0.003, 2.480], [0.356, 0.427, 3.721], [-0.644, 0.862, 4.618], [-0.288, 1.291, 5.890], [1.060, 1.288, 6.263], [2.062, 0.881, 5.375], [1.733, 0.471, 4.087], [-1.687, 0.877, 4.294], [-1.066, 1.630, 6.578], [1.330, 1.621, 7.265], [3.109, 0.884, 5.691], [2.509, 0.196, 3.364]],
  "lowdin_charge": [-0.0179, -0.2444, -0.0079, -0.1146, 0.0676, -0.1020, -0.1906, -0.1619, -0.2027, 0.0149, -0.0998, -0.6932, -0.0852, 0.0307, 0.5562, 0.9280, 0.1025, 0.1150, 0.1163, 0.1189, 0.1403, 0.1368, 0.1201, 0.1106, -0.3949, -0.1305, 0.0474, 0.0767, 0.0928, 0.0626, 0.0806, -0.3810, -0.1291, 0.0718, 0.0898, 0.0877, 0.0645, 0.0826, -0.3819, -0.1290, 0.0666, 0.0869, 0.0902, 0.0704, 0.0773, 0.8974, 0.9247, -0.3706, -0.1131, 0.0972, -0.0064, 0.0786, 0.0859, 0.0705, -0.3826, -0.1299, 0.0726, 0.0883, 0.0872, 0.0725, 0.0737, -0.3728, -0.1081, 0.0907, 0.0514, 0.0844, 0.0807, 0.0689, 0.0788, -0.0604, -0.2044, -0.0056, -0.0322, -0.0200, -0.0364, 0.0063, 0.1104, 0.1269, 0.1271, 0.1270, 0.1020]
}